ORCA calculation (ωB97M-V with the def2-TZVPD basis set) on a cluster of 3 separate species, C3H14NO2 in total.

The calculation puts the total energy at -8920.3345 eV. For the HOMO-LUMO gap (alpha / beta), the calculation gives 3.30 / 12.10 eV. The total charge is 0. The expectation value of S² is 0.750. The max |F| comes out at 0.7 eV Å⁻¹. Its multiplicity is 2. The molar mass comes out at 96.15 g mol⁻¹.

Each line ends with the Mulliken charge.
Atoms and positions in Å:
O 1.9259 2.0196 1.6079  -0.932
O 0.4218 -2.7617 1.8432  -1.345
N 0.8637 -0.3960 0.3836  0.490
C 0.2092 -0.0342 -0.9006  -1.573
C -1.2036 0.4988 -0.6661  -0.496
C -1.9309 0.6512 -1.9947  -1.258
H 0.7629 -3.2789 2.5833  0.539
H -1.7730 -0.1572 -0.0072  0.303
H 1.7672 -0.8986 0.2587  0.737
H -1.1362 1.4631 -0.1599  0.240
H -2.8488 1.1926 -1.8396  0.372
H -1.3496 1.2345 -2.7080  0.351
H 0.0486 -3.4091 1.2218  0.409
H 1.9257 2.9413 1.3120  0.346
H 0.8137 0.7357 -1.3675  0.228
H 0.1908 -0.9126 -1.5265  0.408
H 0.2927 -1.0648 0.9201  0.092
H 1.0159 0.4539 0.9446  0.330
H 2.1805 2.0314 2.5380  0.392
H -2.1767 -0.3090 -2.4433  0.367

Force components x, y, z for each atom (eV/Å):
-0.1 0.1 -0.2
-0.3 0.0 -0.1
-0.4 0.0 0.0
-0.4 0.2 0.4
0.3 0.0 -0.2
0.1 0.1 0.0
0.1 0.0 0.1
0.1 -0.1 0.0
0.2 0.1 -0.1
0.0 0.0 0.0
-0.5 0.1 0.0
0.1 0.0 -0.1
0.1 0.0 0.0
0.0 -0.1 0.1
0.2 0.0 -0.2
0.1 -0.3 -0.2
0.0 0.0 0.1
0.3 0.0 0.1
0.1 0.0 0.1
0.1 -0.1 0.0